Entry from the OMol25 dataset: one molecule with the formula C3H9N5 at a distorted geometry (ωB97M-V/def2-TZVPD).

Geometry (Å):
1 C 0.893 -0.443 0.276
2 C -0.171 0.385 0.136
3 C -0.801 0.991 -0.998
4 H -0.233 -2.230 -1.578
5 H 0.852 -1.668 -2.695
6 H 2.029 -1.803 -0.595
7 H -0.514 1.035 1.068
8 H -0.988 0.572 -1.886
9 H -2.189 2.502 -1.310
10 H -1.487 2.485 0.283
11 H 1.009 -0.577 3.517
12 H -0.307 0.044 2.893
13 N 0.160 -1.240 -1.840
14 N 1.453 -1.034 -0.835
15 N -1.704 1.984 -0.608
16 N 1.267 -0.902 1.517
17 N 0.731 -0.101 2.655

For the energy relative to the best compared isomer or geometry (same formula, charge and spin), the calculation gives 588.6 kJ/mol. Its SMILES is N/C=C/C(=N\N)NN. The orbital gap comes out at 7.8 eV. The total energy is -10701.94775 eV.

Löwdin population analysis, charges in e, atoms 1 to 5: -0.49, -0.09, -0.12, 0.10, 0.14